88
Properties=species:S:1:pos:R:3:forces:R:3 method="wB97M-V/def2-TZVPD" multiplicity=1 e_above_lowest_kcal_mol=23.8 charge=-1 homo_ev=-4.098
Pd -0.01649 -0.77252 -0.03519 0.911 0.282 0.573
N -0.05616 1.48373 2.07777 0.446 0.128 -0.077
P -1.35204 0.88200 1.02167 -0.496 -0.081 -0.314
C -1.90433 2.46706 0.28577 -0.062 -0.092 0.079
C -1.97429 3.61751 1.07212 0.031 -0.037 -0.030
C -2.34626 4.83029 0.51511 -0.021 -0.023 -0.116
C -2.64357 4.91018 -0.84344 0.036 -0.043 0.097
C -2.57964 3.77024 -1.62978 0.062 -0.135 0.088
C -2.21769 2.54817 -1.06472 -0.039 0.082 -0.086
C -2.53671 0.58666 2.40057 0.087 -0.182 -0.067
C -2.13156 -0.23361 3.44818 -0.084 -0.080 0.122
C -2.98592 -0.51322 4.51176 0.100 0.046 -0.119
C -4.26323 0.02053 4.52407 -0.043 0.072 -0.028
C -4.68669 0.81977 3.46636 0.027 -0.022 0.018
C -3.83465 1.09552 2.40805 0.127 0.025 0.085
P 1.41137 0.84400 1.37624 -0.749 0.096 -0.717
C 2.70610 1.37167 2.55266 0.044 -0.344 0.065
C 4.03503 1.11219 2.20086 0.004 0.056 0.047
C 5.06659 1.47351 3.05320 -0.103 0.007 -0.006
C 4.78216 2.07236 4.27827 -0.005 -0.016 -0.061
C 3.46587 2.30588 4.64263 -0.083 -0.052 -0.097
C 2.42695 1.95351 3.78192 0.070 0.130 0.095
C 1.69475 2.11051 0.05879 -0.027 0.090 0.264
C 1.88587 1.74383 -1.26729 0.067 -0.021 0.007
C 1.98566 2.71929 -2.25618 0.010 -0.015 0.081
C 1.89264 4.06046 -1.92206 -0.013 0.019 0.098
C 1.72035 4.43725 -0.59027 0.020 -0.080 -0.102
C 1.62800 3.46603 0.39151 -0.024 -0.024 0.031
H -0.20989 1.10565 3.00577 0.094 0.133 0.103
H -1.72207 3.55949 2.12379 0.019 -0.007 0.008
H -2.40020 5.71553 1.13676 0.009 0.009 0.003
H -2.92056 5.86128 -1.28353 -0.005 -0.022 0.012
H -2.80811 3.82248 -2.68764 0.006 -0.010 0.028
H -2.18082 1.65832 -1.67975 -0.003 0.049 0.045
H -1.15258 -0.70014 3.42203 -0.006 -0.038 -0.003
H -2.65296 -1.15712 5.31710 -0.002 0.006 -0.034
H -4.93155 -0.18774 5.35126 -0.007 -0.015 -0.038
H -5.69382 1.21961 3.45805 0.028 -0.002 0.008
H -4.17897 1.69358 1.57772 -0.006 0.022 -0.075
H 4.25874 0.63096 1.25204 -0.030 0.034 0.053
H 6.09352 1.28597 2.76458 -0.017 -0.012 0.009
H 5.58797 2.35483 4.94498 -0.012 -0.019 -0.011
H 3.24044 2.76401 5.59762 -0.008 0.012 -0.006
H 1.40024 2.16415 4.06111 0.068 -0.011 0.001
H 1.93504 0.69600 -1.53234 -0.070 -0.072 -0.009
H 2.11056 2.41675 -3.28849 -0.003 0.010 0.010
H 1.94566 4.81826 -2.69511 0.007 -0.014 0.013
H 1.64732 5.48527 -0.32391 -0.006 -0.026 -0.015
H 1.47790 3.75636 1.42673 -0.033 -0.027 -0.044
Te -1.04440 -0.81462 -2.44540 0.168 -0.199 0.288
C 0.12357 -2.19856 -3.53666 0.117 -0.066 -0.175
C 0.48572 -1.89134 -4.85001 0.081 -0.118 0.025
C 1.16661 -2.81734 -5.64105 -0.085 0.071 0.118
C 1.50210 -4.05982 -5.12283 -0.069 0.027 0.099
C 1.15451 -4.37050 -3.80946 -0.062 0.112 -0.007
C 0.46646 -3.45302 -3.02337 0.061 0.026 -0.344
H 0.24215 -0.91486 -5.25908 0.011 -0.077 0.039
H 1.43712 -2.55956 -6.66043 -0.015 -0.012 0.061
H 2.02514 -4.78364 -5.73636 0.026 0.008 0.023
H 1.41686 -5.33802 -3.39312 -0.008 0.053 -0.026
H 0.20602 -3.70214 -2.00601 -0.047 -0.016 0.058
O -2.21624 -1.99551 0.77293 -0.385 -0.156 0.281
C -3.19145 -1.38353 0.29661 0.363 -0.172 -0.096
O -3.18308 -0.18163 -0.10216 -0.294 0.334 -0.035
C -4.50785 -2.12563 0.17677 0.020 0.055 -0.019
C -4.87565 -3.04426 1.15135 -0.102 -0.138 0.036
C -6.08739 -3.72317 1.05891 0.088 0.076 -0.044
C -6.92543 -3.50273 -0.02867 0.104 0.068 -0.029
C -6.55406 -2.59055 -1.01302 0.069 -0.005 0.070
C -5.35526 -1.89440 -0.90141 -0.096 -0.006 0.020
H -4.19816 -3.22083 1.97910 -0.010 0.003 -0.050
H -6.37272 -4.43202 1.82993 0.019 0.048 -0.048
H -7.86054 -4.04406 -0.11296 0.001 0.018 0.002
H -7.20102 -2.42179 -1.86777 0.036 -0.008 0.050
H -5.05454 -1.16820 -1.64734 -0.019 -0.024 0.021
C 1.55774 -1.86355 -0.59473 -0.400 0.594 -0.401
C 2.70231 -2.06551 -0.94880 0.558 -0.243 -0.045
C 4.07688 -2.28130 -1.32663 -0.315 -0.003 0.144
C 4.69223 -3.52400 -1.14617 0.093 -0.068 -0.029
C 6.02438 -3.71710 -1.48595 -0.063 0.105 -0.002
C 6.77616 -2.67347 -2.01554 -0.130 0.031 0.030
C 6.17671 -1.43141 -2.19740 -0.115 -0.075 0.063
C 4.84310 -1.23669 -1.85794 0.120 -0.007 -0.025
H 4.10761 -4.33518 -0.73141 0.014 0.001 -0.008
H 6.48060 -4.68690 -1.32941 -0.008 -0.014 -0.018
H 7.81467 -2.82624 -2.28324 -0.016 0.007 0.015
H 6.75098 -0.60561 -2.60071 -0.018 -0.014 -0.014
H 4.38023 -0.26762 -1.99791 -0.007 -0.004 -0.011